(1)
A structure of composition C22H21I2IrN5O3S, computed with ωB97M-V/def2-TZVPD.

Last column: Mulliken charge in e.
Positions of all 55 atoms, in Å:
Ir1 0.1369 0.0043 0.1586  1.8240
I1 -3.6381 3.1999 1.8063  0.0396
C1 -3.3157 1.1757 2.1274  -0.1725
C2 -4.2062 0.4339 2.9226  -0.2333
C3 -4.0152 -0.9015 3.1635  -0.2469
I2 -5.3841 -1.9159 4.3645  0.1024
C4 -2.8966 -1.5647 2.6031  0.5009
C5 -2.5858 -2.9381 2.7564  -0.5955
C6 -1.4770 -3.4703 2.1623  -0.9844
C7 -0.6382 -2.6460 1.3936  -0.1849
N1 -0.9045 -1.3700 1.2368  0.2008
C8 -2.0130 -0.8024 1.8151  0.2340
C9 -2.2052 0.5901 1.5534  0.3290
O1 -1.3399 1.2404 0.8060  -0.8755
H1 -5.0614 0.9371 3.3527  0.3449
H2 -3.2407 -3.5650 3.3466  0.2214
H3 -1.2338 -4.5168 2.2740  0.4540
H4 0.2519 -3.0099 0.8963  0.5363
N2 0.9878 1.5288 -0.9870  -0.3877
C10 0.4465 1.5268 -2.3325  0.6919
C11 0.8407 2.3809 -3.3185  -0.3835
C12 0.2432 2.3064 -4.5962  -0.7989
C13 -0.7259 1.3815 -4.8598  -0.9746
C14 -1.1435 0.4780 -3.8542  0.3446
C15 -2.1316 -0.5148 -4.0459  -0.5409
C16 -2.4616 -1.3434 -3.0150  -1.0384
C17 -1.8109 -1.1980 -1.7762  0.1702
N3 -0.8922 -0.2821 -1.5647  -0.4449
C18 -0.5457 0.5620 -2.5874  -0.2484
H5 2.0027 1.3560 -0.9698  0.5383
H6 0.8228 2.4255 -0.5352  0.4503
H7 1.6105 3.1172 -3.1234  0.5040
H8 0.5614 2.9937 -5.3675  0.4096
H9 -1.1840 1.3251 -5.8386  0.4393
H10 -2.6140 -0.6077 -5.0106  0.4583
H11 -3.2105 -2.1136 -3.1267  0.4438
H12 -2.0538 -1.8438 -0.9442  0.4484
C19 3.7022 -2.1770 -0.9270  -1.2884
C20 2.7940 -1.0245 -0.5780  0.9507
O2 3.2372 0.1196 -0.4339  -0.7161
O3 1.5433 -1.3490 -0.5014  -0.9403
H13 4.7398 -1.9100 -0.7478  0.3571
H14 3.5736 -2.4132 -1.9841  0.3128
H15 3.4300 -3.0644 -0.3589  0.3356
C21 4.2261 0.5849 2.6237  -0.8200
N4 3.3983 1.7500 2.3236  -0.2409
C22 2.1045 1.7393 2.0803  0.8802
N5 1.5016 2.8786 1.7103  -0.4429
S1 1.1121 0.3406 2.2909  -0.5357
H16 5.0887 0.9203 3.1939  0.3615
H17 4.5464 0.1122 1.6986  0.2713
H18 3.6556 -0.1246 3.2136  0.3028
H19 3.8884 2.6242 2.2017  0.2334
H20 1.9903 3.7578 1.6501  0.1727
H21 0.4928 2.8759 1.6585  0.2302

Forces on atoms 1 to 2 (eV/Å):
Ir -0.29 0.31 0.41
I -0.01 0.02 0.01

**ΔE to the lowest compared entry with this formula, charge and spin**: 2.0 kcal per mole
**LUMO level**: -0.11755 hartree
**HOMO level**: -0.3700 Ha
**Frontier orbital gap**: 6.9 eV
**Total charge**: +1
**Largest force on an atom**: 0.758 eV/Å

(2)
A structure of composition C22H21I2N2OTl, computed with ωB97M-V/def2-TZVPD.

Last column: Mulliken charge in e.
Positions of all 49 atoms, in Å:
C1 1.2247 -3.7814 -4.8104  -1.1476
I1 2.4670 -2.1954 -2.1102  -0.0622
H1 2.3759 -3.4518 -5.0023  0.1610
H2 0.5684 -3.1750 -5.4465  0.0466
H3 1.2212 -4.8737 -4.5909  0.4457
C2 -1.4490 2.4526 -4.1697  -0.5074
C3 -0.1978 0.7145 -3.3595  0.3305
N1 -1.3126 1.5032 -3.1647  0.1773
H4 -0.0969 2.8377 -5.8829  0.3737
I2 2.6889 1.9155 -1.4583  -0.5169
N2 0.3840 1.2460 -4.4728  0.3117
H5 -2.2151 3.1916 -4.2461  0.4270
Tl1 0.7741 -0.2485 -1.6076  -0.3254
C4 0.2803 -3.7744 -3.5953  0.2327
O1 -1.0063 -3.8705 -3.3968  -0.2404
C5 -0.3688 2.3026 -4.9810  -0.3277
C6 1.6288 0.8027 -5.0768  -0.4798
H6 2.4540 1.0819 -4.4116  0.2454
H7 1.7986 1.2727 -6.0587  0.3015
H8 1.5759 -0.2822 -5.2095  0.0540
C7 -2.2466 1.3834 -2.0856  -0.4520
H9 -3.2184 1.0064 -2.4578  0.3129
H10 -2.4406 2.3608 -1.6092  0.3328
H11 -1.7765 0.7063 -1.3425  -0.1818
C8 -0.5559 -0.4826 -0.0580  -1.6392
C9 -0.2428 -0.2680 1.1350  0.6422
C10 -0.1906 -0.0556 2.5239  0.0217
C11 -1.4358 0.0987 3.2566  0.8296
C12 -1.4497 0.7068 4.5211  -0.5162
C13 -2.6418 0.8140 5.2136  -0.5672
C14 -3.8420 0.3650 4.6369  -0.4817
C15 -3.8330 -0.1814 3.3379  -0.4283
C16 -2.6419 -0.2892 2.6459  -0.8671
C17 1.1332 -0.0433 3.1834  0.2426
C18 1.2949 -0.4831 4.5219  -0.3865
C19 2.5719 -0.4975 5.1208  -0.6017
C20 3.6977 -0.1299 4.3775  -0.3535
C21 3.5684 0.2405 3.0376  -0.5816
C22 2.3128 0.2485 2.4366  -0.1500
H12 -0.5093 1.0720 4.9236  0.6036
H13 -2.6146 1.2906 6.1946  0.3334
H14 -4.7875 0.4863 5.1974  0.2812
H15 -4.7752 -0.4715 2.8744  0.3579
H16 -2.5844 -0.6720 1.6342  0.3532
H17 0.4266 -0.8595 5.0760  0.5372
H18 2.6820 -0.8321 6.1503  0.3421
H19 4.6951 -0.1578 4.8173  0.3129
H20 4.4227 0.4936 2.4141  0.3839
H21 2.1857 0.4827 1.3740  -0.1804

Forces on atoms 1 to 2 (eV/Å):
C -0.02 0.62 -0.32
I 1.32 -0.09 0.22

**ΔE to the lowest compared entry with this formula, charge and spin**: 35.8 kcal per mole
**LUMO level (alpha / beta)**: 0.14759 / 0.14761 hartree
**HOMO level (alpha / beta)**: 0.0411 / 0.0413 Ha
**Frontier orbital gap (alpha / beta)**: 2.9 / 2.9 eV
**Total charge**: -2
**Largest force on an atom**: 6.162 eV/Å

(3)
A structure of composition C22H21IN7O2STi, computed with ωB97M-V/def2-TZVPD.

Last column: Löwdin spin population.
Positions of all 55 atoms, in Å:
Ti1 0.2791 -0.2551 0.1125  0.9189
C1 -3.0588 -4.3900 -0.8726  -0.0022
C2 -2.2645 -3.1165 -0.7999  -0.0036
N1 -2.6684 -1.9842 -1.2312  0.0373
O1 -3.9537 -2.0085 -1.7646  0.0118
C3 -0.9121 -3.1535 -0.2200  0.0622
C4 -0.2352 -4.4589 0.0690  0.0113
N2 -0.3250 -2.0367 0.0190  -0.0120
O2 0.9361 -1.9788 0.4533  -0.0158
H1 -4.0601 -4.1843 -1.2348  0.0000
H2 -3.1208 -4.8572 0.1112  -0.0006
H3 -2.5791 -5.0987 -1.5499  -0.0006
H4 -4.0793 -1.0819 -2.0016  0.0009
H5 -0.7206 -4.9841 0.8951  0.0038
H6 0.7989 -4.2659 0.3401  0.0000
H7 -0.2600 -5.1117 -0.8054  0.0028
S1 1.1594 -0.4735 -2.2017  0.0110
C5 2.7709 -0.4106 -1.4617  0.0062
C6 3.4901 0.7868 -1.3639  0.0014
C7 4.7344 0.8311 -0.7514  0.0003
C8 5.3089 -0.3253 -0.2452  0.0001
C9 4.6334 -1.5305 -0.3834  -0.0001
C10 3.3880 -1.5754 -0.9905  0.0010
H8 3.0702 1.6895 -1.7856  0.0004
H9 5.2590 1.7767 -0.6769  0.0000
H10 6.2744 -0.2905 0.2442  0.0000
H11 5.0819 -2.4459 -0.0154  0.0000
H12 2.8684 -2.5166 -1.0983  0.0003
N3 0.2595 -0.1610 2.2193  0.0110
C11 -0.1612 -0.1321 3.3128  0.0127
N4 -0.5902 -0.2150 4.4996  0.0073
C12 -0.8630 0.7116 5.3787  0.0015
N5 -1.1324 1.4633 6.2203  0.0028
I1 -3.4078 2.6142 -3.5048  0.0015
C13 -2.9559 1.9757 -1.5508  0.0381
C14 -3.7549 2.4072 -0.4899  0.2480
C15 -3.4156 1.8691 0.7734  0.0556
C16 -2.3397 1.0403 0.9115  0.1159
N6 -1.5112 0.6840 -0.1274  0.2033
C17 -1.8928 1.1329 -1.3747  0.1321
H13 -4.5946 3.0705 -0.6275  0.0198
H14 -4.0112 2.1124 1.6435  -0.0010
H15 -2.0955 0.6284 1.8777  0.0077
H16 -1.3222 0.7586 -2.2132  0.0088
C18 1.1983 4.5979 0.2670  0.0280
C19 0.8649 3.9668 -0.9207  0.0005
C20 0.7406 2.5927 -0.9508  0.0254
N7 0.9092 1.7996 0.1288  0.0165
C21 1.2525 2.4292 1.2693  0.0206
C22 1.4033 3.7962 1.3806  0.0026
H17 1.3003 5.6733 0.3263  0.0020
H18 0.7034 4.5322 -1.8285  -0.0007
H19 0.5164 2.0838 -1.8761  0.0042
H20 1.4071 1.7963 2.1291  0.0015
H21 1.6776 4.2223 2.3359  -0.0004

Forces on atoms 1 to 2 (eV/Å):
Ti 0.90 2.43 -0.41
C 0.00 0.09 0.04

**ΔE to the lowest compared entry with this formula, charge and spin**: 31.5 kcal per mole
**⟨S²⟩**: 2.03
**LUMO level (alpha / beta)**: 0.08164 / 0.08130 hartree
**HOMO level (alpha / beta)**: -0.0853 / -0.1961 Ha
**Frontier orbital gap (alpha / beta)**: 4.5 / 7.5 eV
**Spin multiplicity**: 3
**Total charge**: -1
**Largest force on an atom**: 3.171 eV/Å

(4)
A structure of composition C22H21IrN3OS, computed with ωB97M-V/def2-TZVPD.

Last column: Löwdin spin population.
Positions of all 49 atoms, in Å:
Ir1 0.3403 0.0962 -1.4965  2.2284
C1 -5.2529 -0.1376 -0.2646  0.2352
C2 -5.1597 -0.7129 -1.5321  0.0142
C3 -3.9449 -1.0867 -2.0493  0.1403
C4 -2.7649 -0.8846 -1.2925  0.1537
C5 -2.8698 -0.2932 -0.0116  0.1375
C6 -4.0988 0.0551 0.4948  0.0183
N1 -1.5539 -1.2481 -1.7712  0.4770
N2 -1.3933 -2.0613 -2.7573  0.4284
C7 -0.2993 -2.0835 -3.4947  0.0472
C8 -0.1059 -3.0996 -4.4637  0.1580
C9 1.0661 -3.1352 -5.1751  0.0104
C10 2.0440 -2.1617 -4.9408  0.1654
C11 1.7956 -1.1845 -3.9908  0.0679
N3 0.6707 -1.1352 -3.2901  0.2141
H1 -6.2113 0.1612 0.1284  0.0106
H2 -6.0540 -0.8775 -2.1138  -0.0025
H3 -3.8627 -1.5586 -3.0172  0.0075
H4 -1.9727 -0.1243 0.5677  0.0067
H5 -4.1757 0.4783 1.4847  -0.0028
H6 -0.8846 -3.8329 -4.5965  0.0059
H7 1.2425 -3.9124 -5.9048  -0.0026
H8 2.9707 -2.1575 -5.4896  0.0075
H9 2.5236 -0.4079 -3.7935  0.0033
C12 0.3726 1.6891 5.4988  0.0020
C13 0.9980 1.4323 4.1798  0.0105
C14 2.0697 2.2059 3.7347  -0.0004
C15 2.6740 2.0056 2.5012  0.0095
C16 3.7620 2.9329 2.0849  0.0019
C17 2.1792 0.9738 1.6569  0.0068
C18 2.7292 0.8207 0.3459  0.0369
O1 2.2842 0.1532 -0.6061  0.1437
C19 1.1323 0.1303 2.1314  0.0060
C20 0.7255 -1.0914 1.3904  0.0327
C21 0.5522 0.3910 3.3620  0.0043
H10 0.5730 2.7004 5.8427  0.0001
H11 0.7842 1.0008 6.2402  0.0009
H12 -0.7007 1.5181 5.4663  0.0003
H13 2.4240 3.0146 4.3570  -0.0002
H14 4.0669 3.5572 2.9201  0.0001
H15 3.4251 3.5885 1.2821  0.0004
H16 4.6445 2.3979 1.7343  0.0008
H17 3.6459 1.3920 0.1487  0.0050
H18 1.5912 -1.7118 1.1634  0.0015
H19 0.2427 -0.8402 0.4074  0.0181
H20 0.0083 -1.6782 1.9593  0.0011
H21 -0.2309 -0.2584 3.7233  0.0000
S1 -1.4556 3.0984 -1.3003  0.0650
C22 -0.5466 1.8815 -1.4543  0.1233

Forces on atoms 1 to 2 (eV/Å):
Ir -0.26 0.40 -0.74
C -0.12 0.04 0.00

**⟨S²⟩**: 8.82
**LUMO level (alpha / beta)**: -0.24701 / -0.34980 hartree
**HOMO level (alpha / beta)**: -0.4866 / -0.5392 Ha
**Frontier orbital gap (alpha / beta)**: 6.5 / 5.2 eV
**Spin multiplicity**: 6
**Total charge**: +2
**Largest force on an atom**: 3.565 eV/Å